[1]
{
  "formula": "H33O17",
  "method": "ωB97M-V/def2-TZVPD",
  "species": ["O", "H", "H", "O", "H", "H", "O", "H", "H", "O", "H", "H", "O", "H", "O", "H", "H", "O", "H", "H", "O", "H", "H", "O", "H", "H", "O", "H", "H", "O", "H", "H", "O", "H", "H", "O", "H", "H", "O", "H", "H", "O", "H", "H", "O", "H", "H", "O", "H", "H"],
  "positions_angstrom": [[-3.20, -4.57, 0.37], [-2.88, -4.98, 1.05], [-2.49, -3.89, 0.07], [-1.39, 4.48, 1.35], [-2.34, 4.56, 1.29], [-0.85, 4.16, 0.45], [-1.96, 3.59, -2.48], [-1.37, 3.69, -1.68], [-1.52, 2.83, -2.90], [4.96, -2.89, 1.28], [4.97, -3.69, 1.98], [5.29, -2.17, 1.76], [2.76, 2.70, -0.29], [1.98, 2.80, -0.79], [-1.64, 0.71, 4.53], [-1.44, 0.11, 3.93], [-1.69, 1.52, 3.95], [-1.92, 2.05, -0.11], [-2.28, 2.18, -0.89], [-1.09, 2.52, -0.16], [-1.66, -0.47, 0.77], [-1.98, -0.24, 1.61], [3.50, 3.15, -0.78], [-0.81, 2.75, 3.36], [-1.23, 2.97, 2.67], [-0.64, 3.51, 3.92], [2.48, -1.35, -4.67], [2.13, -1.27, -3.72], [3.38, -1.25, -4.61], [1.48, -4.15, -1.83], [1.32, -3.90, -2.67], [2.25, -4.58, -1.93], [-0.28, -5.10, 0.28], [0.16, -5.55, -0.46], [0.26, -4.24, 0.09], [0.99, -3.76, -4.43], [0.13, -3.28, -4.52], [1.71, -3.31, -4.61], [1.18, -0.94, -1.60], [1.48, -0.47, -0.89], [0.88, -1.77, -1.42], [-0.11, 3.76, -0.79], [0.15, 4.74, -0.97], [-1.61, 0.36, 0.12], [-3.55, 2.17, 2.39], [-2.87, 2.03, 1.70], [-3.47, 3.11, 2.72], [1.30, 0.31, 2.68], [0.88, 0.24, 1.77], [0.66, 0.83, 3.10]],
  "e_lumo_ev": 2.1,
  "charge": -1,
  "gap_ha": 0.32378,
  "e_homo_ev": -6.6855,
  "relative_energy_kj_mol": 527.4
}

---

[2]
{
  "formula": "H34N5O19S3Zn",
  "method": "ωB97M-V/def2-TZVPD",
  "species": ["Zn", "N", "H", "H", "H", "H", "N", "H", "H", "H", "H", "N", "H", "H", "H", "H", "N", "H", "H", "H", "H", "N", "H", "H", "H", "H", "S", "O", "O", "O", "O", "S", "O", "O", "O", "O", "S", "O", "O", "O", "O", "O", "H", "H", "O", "H", "H", "O", "H", "H", "O", "H", "H", "O", "H", "H", "O", "H", "H", "O", "H", "H"],
  "positions_angstrom": [[-1.65, -0.67, -2.38], [-3.77, -1.12, 1.21], [-3.27, -2.04, 0.89], [-4.49, -0.88, 0.48], [-3.07, -0.40, 1.07], [-4.24, -1.35, 2.07], [3.52, 4.36, 1.04], [4.41, 3.86, 1.08], [2.81, 3.75, 1.49], [3.34, 4.62, 0.07], [3.60, 5.18, 1.65], [3.09, 0.67, -1.81], [2.86, -0.18, -2.33], [4.09, 0.60, -1.59], [2.47, 0.76, -0.91], [2.96, 1.45, -2.45], [2.16, -3.62, -0.60], [2.53, -3.56, -1.55], [1.34, -4.24, -0.45], [1.81, -2.64, -0.37], [2.95, -3.82, 0.02], [-1.19, 3.14, -0.14], [-2.13, 2.71, -0.55], [-0.62, 2.46, 0.37], [-1.30, 4.04, 0.31], [-0.69, 3.26, -1.03], [-4.18, 1.12, -1.31], [-3.35, 0.07, -2.01], [-3.38, 2.36, -1.03], [-5.31, 1.44, -2.15], [-4.62, 0.57, -0.02], [0.39, -0.11, 0.35], [1.41, 1.03, 0.18], [-0.54, -0.13, -0.78], [1.22, -1.36, 0.41], [-0.30, 0.16, 1.58], [-2.94, -3.42, -0.95], [-2.74, -4.74, -1.54], [-4.35, -3.05, -1.02], [-2.57, -3.38, 0.50], [-2.11, -2.40, -1.70], [2.77, 1.92, 2.57], [3.67, 1.63, 2.39], [2.21, 1.43, 1.91], [0.42, -0.57, 4.19], [0.31, -1.51, 4.00], [0.30, -0.14, 3.32], [0.12, -1.70, -3.07], [0.00, -2.64, -3.29], [1.02, -1.48, -3.32], [3.58, -1.45, 1.75], [4.17, -0.74, 1.50], [2.70, -1.22, 1.37], [-0.60, 2.71, 2.26], [-0.90, 2.58, 3.17], [-0.27, 1.83, 1.97], [-0.97, 1.11, -3.35], [-1.54, 1.58, -3.99], [-0.09, 1.47, -3.50], [-0.15, -3.34, 1.59], [0.19, -2.56, 1.11], [-1.10, -3.44, 1.32]],
  "e_lumo_ev": -5.7,
  "charge": 1,
  "gap_ha": 0.12303,
  "e_homo_ev": -9.0567,
  "relative_energy_kj_mol": 84.3
}

---

[3]
{
  "formula": "H34O17",
  "method": "ωB97M-V/def2-TZVPD",
  "species": ["O", "H", "H", "O", "H", "H", "O", "H", "H", "O", "H", "H", "O", "H", "H", "O", "H", "H", "O", "H", "H", "O", "H", "H", "O", "H", "H", "O", "H", "H", "O", "H", "H", "O", "H", "H", "O", "H", "H", "O", "H", "H", "O", "H", "H", "O", "H", "H", "O", "H", "H"],
  "positions_angstrom": [[-1.97, -1.66, 2.29], [-2.37, -2.10, 3.07], [-1.15, -2.15, 2.22], [-2.24, 0.99, 1.47], [-2.02, 0.06, 1.63], [-3.11, 1.12, 1.80], [1.56, -0.78, 1.84], [2.49, -0.89, 2.09], [1.58, 0.17, 2.10], [1.31, -0.13, -2.65], [1.28, 0.02, -1.70], [2.11, -0.69, -2.67], [0.88, 1.70, 2.00], [0.33, 1.89, 2.77], [1.41, 2.55, 1.93], [-2.34, -1.48, -0.73], [-2.74, -1.65, 0.14], [-1.42, -1.22, -0.62], [2.85, 0.95, -0.24], [3.42, 1.27, 0.48], [2.05, 1.51, -0.28], [2.85, -1.78, -0.74], [2.70, -0.85, -0.53], [3.63, -1.75, -1.26], [0.11, -2.43, -2.21], [0.49, -3.12, -2.78], [0.62, -1.62, -2.41], [0.10, -0.11, -0.37], [0.10, 0.76, -0.01], [0.48, -0.62, 0.32], [0.10, -3.11, 0.37], [0.32, -2.92, -0.53], [0.91, -3.13, 0.88], [0.53, -2.71, 3.32], [1.20, -3.37, 3.55], [1.00, -2.14, 2.68], [-1.56, -0.39, -3.79], [-0.87, -0.10, -3.21], [-2.01, 0.43, -3.97], [-2.94, 1.18, -1.25], [-2.95, 1.47, -0.32], [-2.60, 0.29, -1.19], [1.01, 2.72, -0.49], [1.73, 3.40, -0.47], [0.18, 3.06, -0.14], [-1.39, 3.77, 0.75], [-1.60, 4.42, 1.48], [-1.66, 2.92, 1.03], [-0.77, 2.09, -2.24], [-1.61, 1.92, -1.72], [0.00, 2.23, -1.67]],
  "e_lumo_ev": -0.8,
  "gap_ha": 0.31100,
  "e_homo_ev": -9.3127,
  "relative_energy_kj_mol": 201.8
}

---

[4]
{
  "formula": "H34O17",
  "method": "ωB97M-V/def2-TZVPD",
  "species": ["O", "H", "H", "O", "H", "H", "O", "H", "H", "O", "H", "H", "O", "H", "H", "O", "H", "H", "O", "H", "H", "O", "H", "H", "O", "H", "H", "O", "H", "H", "O", "H", "H", "O", "H", "H", "O", "H", "H", "O", "H", "H", "O", "H", "H", "O", "H", "H", "O", "H", "H"],
  "positions_angstrom": [[-10.41, -3.74, -26.54], [-11.26, -3.51, -26.85], [-9.81, -3.00, -26.33], [-11.64, -2.28, -23.92], [-11.67, -3.18, -24.27], [-11.50, -1.85, -24.78], [-8.28, -5.84, -25.42], [-7.83, -5.03, -25.39], [-8.55, -5.98, -26.27], [-7.76, -2.53, -27.91], [-8.05, -1.65, -27.67], [-8.39, -2.78, -28.54], [-10.16, -2.78, -29.53], [-9.64, -2.33, -30.20], [-10.53, -3.61, -29.85], [-11.51, -5.10, -24.58], [-10.99, -5.51, -23.91], [-10.87, -4.91, -25.24], [-6.73, -3.47, -25.54], [-7.00, -3.00, -26.32], [-6.26, -2.92, -24.93], [-11.86, -1.16, -26.41], [-12.32, -0.46, -26.01], [-11.98, -1.15, -27.36], [-13.94, -3.49, -25.74], [-13.53, -2.66, -25.70], [-14.81, -3.26, -26.07], [-9.49, -0.30, -27.58], [-9.24, 0.52, -27.15], [-10.16, -0.61, -26.96], [-8.86, -1.47, -25.02], [-9.53, -0.78, -24.84], [-8.12, -1.03, -25.49], [-8.73, -5.26, -28.31], [-9.22, -6.04, -28.38], [-9.32, -4.68, -27.83], [-13.70, -3.26, -28.90], [-13.17, -4.02, -28.72], [-14.59, -3.38, -28.56], [-11.21, -5.19, -29.71], [-11.51, -5.41, -28.82], [-10.71, -5.88, -30.10], [-10.46, -7.12, -26.87], [-10.78, -7.66, -27.60], [-11.18, -6.47, -26.85], [-12.63, -5.55, -27.42], [-13.38, -6.03, -27.74], [-13.13, -5.04, -26.74], [-8.78, -3.52, -23.47], [-8.76, -2.78, -24.10], [-9.71, -3.54, -23.23]],
  "e_lumo_ev": -0.6,
  "gap_ha": 0.31327,
  "e_homo_ev": -9.1588,
  "relative_energy_kj_mol": 222.6
}

---

[5]
{
  "formula": "H35O18",
  "method": "ωB97M-V/def2-TZVPD",
  "species": ["O", "H", "H", "O", "H", "O", "H", "H", "O", "H", "H", "O", "H", "H", "O", "H", "H", "O", "H", "H", "O", "H", "H", "O", "H", "H", "O", "H", "H", "O", "H", "H", "O", "H", "H", "O", "H", "H", "O", "H", "H", "O", "H", "H", "O", "H", "H", "O", "H", "H", "O", "H", "H"],
  "positions_angstrom": [[0.24, 1.61, -1.00], [1.09, 1.98, -4.90], [0.27, 0.05, -0.10], [-4.41, 3.29, 0.27], [-3.45, 3.41, 0.29], [-1.55, 1.22, 2.69], [-1.13, 0.81, 3.44], [-0.98, 1.52, 1.99], [4.24, 0.93, -3.02], [-5.57, 1.90, 1.09], [3.67, 0.59, -2.28], [3.22, -2.69, 1.23], [3.68, -2.33, 2.00], [2.35, -2.29, 1.42], [-1.98, -0.72, -4.89], [-1.46, -0.16, -5.48], [-1.31, -0.94, -4.23], [1.03, 1.37, -4.16], [2.24, -0.69, -0.90], [1.07, 1.85, -3.30], [-2.58, -3.07, -2.25], [1.37, 0.15, 4.03], [1.80, 0.83, -1.16], [-1.67, -4.08, 3.68], [-1.94, -3.83, 2.80], [-1.89, -3.35, 4.27], [5.33, 0.07, -0.51], [5.60, 0.90, -0.13], [4.36, 0.01, -0.59], [2.52, 0.17, -1.22], [-2.41, -0.72, 3.18], [-3.40, -2.80, -2.64], [-2.17, -1.23, 4.00], [-1.21, -0.99, 3.88], [5.07, 1.27, -2.77], [1.56, 3.23, -2.29], [-4.63, 3.97, -0.38], [1.04, 2.64, -1.57], [0.52, -0.83, 0.31], [-1.90, -2.43, -2.47], [-0.29, -1.28, 0.47], [-6.03, 1.05, 1.07], [-0.57, 1.66, -1.51], [-6.01, 0.75, 1.96], [0.67, -0.13, 3.40], [2.46, 2.86, -2.20], [1.38, -0.24, 2.73], [0.86, 2.21, 1.36], [1.40, 2.94, 1.64], [0.48, 2.29, 0.43], [-0.33, -4.60, 1.00], [0.39, -4.01, 0.76], [-1.05, -4.14, 0.53]],
  "e_lumo_ev": [4.3, 4.2],
  "spin_multiplicity": 2,
  "charge": -2,
  "s_squared": 0.751,
  "gap_ha": [0.07182, 0.32887],
  "e_homo_ev": [2.3519, -4.7667],
  "relative_energy_kj_mol": 18.5
}

---

Number 1: DFT total energy -35341.971 eV. Number 2: DFT total energy -127822.193 eV. Number 3: DFT total energy -35359.920 eV. Number 4: DFT total energy -35359.704 eV. Number 5: DFT total energy -37422.986 eV.